[1]
Here is the molecule C16H28N2O3 from the OMol25 dataset. Energies are from the ωB97M-V functional and the def2-TZVPD basis.

The geometry in XYZ format:
```
49
C16H28N2O3 | the OMol25 dataset | the ωB97M-V functional and the def2-TZVPD basis
O 3.6683 -0.5057 1.3773
O -0.7793 -0.8481 1.9457
O 2.2402 3.7577 1.8674
N 1.4282 -0.5611 1.5828
N 1.3577 1.8737 2.6909
C 0.3004 0.9837 3.0833
C -0.1807 -4.6688 -1.2986
C 1.2455 3.1336 2.1731
C -0.8446 3.1221 0.7582
C 0.0518 3.1942 -0.4774
C -0.6909 2.9208 -1.7857
C -0.4799 0.3775 -1.5914
C -0.9527 -3.4762 -1.8582
C -1.4001 1.5669 -1.8561
C -0.7631 -5.9946 -1.7726
C -1.1661 -0.9502 -1.9080
C -0.3646 -2.1454 -1.3968
C 2.6536 1.2375 2.6933
C -0.1445 3.7054 1.9953
C 0.2252 -0.2213 2.1567
C 2.6739 -0.0042 1.8259
H 0.0308 2.9829 -2.6035
H -0.1836 0.3757 -0.5416
H -1.1377 2.0868 0.9384
H -1.7995 -6.0899 -1.4561
H 1.4179 -1.3680 0.9620
H -1.3065 -1.0363 -2.9879
H -1.7559 3.6969 0.5784
H -0.2004 -6.8299 -1.3621
H 0.4925 4.1919 -0.5344
H -1.9944 -3.5387 -1.5358
H 0.6690 -2.0674 -1.7458
H -0.7522 3.5596 2.8895
H 0.5020 0.6022 4.0965
H -0.0097 4.7785 1.8485
H -0.9405 -3.5190 -2.9500
H -0.7303 -6.0592 -2.8581
H -1.8323 1.4630 -2.8546
H 0.8777 2.4880 -0.3726
H -2.1540 -0.9637 -1.4426
H -0.6703 1.4746 3.1011
H 0.4265 0.4728 -2.1941
H -1.4331 3.7075 -1.9425
H -2.2260 1.5437 -1.1425
H -0.3631 -2.1216 -0.3044
H 2.9474 0.9516 3.7125
H 3.3881 1.9539 2.3131
H 0.8648 -4.6007 -1.6095
H -0.2056 -4.6325 -0.2069
```

Summary:
largest force on an atom: 0.7 eV Å⁻¹
energy above the lowest of the compared OMol25 structures with the same formula, charge and spin: 0.0 kcal/mol
SMILES string: CCCCCCCCCCCC(=O)N1CC(=O)NC(=O)C1
Kohn-Sham gap: 0.38133 Eh
LUMO level: 0.6 eV


[2]
Here is a structure of composition C16H28N2O8S2 at a distorted geometry from the OMol25 dataset. Energies are from the ωB97M-V functional and the def2-TZVPD basis.

The geometry in XYZ format:
```
56
C16H28N2O8S2 | the OMol25 dataset | the ωB97M-V functional and the def2-TZVPD basis
S 0.1408 1.8836 0.6328
S -2.9419 1.5097 -0.3103
O -1.8093 1.2011 -1.0983
O -3.6549 -1.0080 -0.7235
O -3.3833 -2.5645 0.8532
O -2.9669 2.9065 -0.2196
O -0.9975 2.0732 1.2065
O 2.6985 1.9830 -0.5764
O 0.4373 0.4802 0.3595
O 4.2264 1.0203 0.9178
N 3.7054 0.0866 -1.2089
N -1.3946 -1.7637 -0.3368
C -2.7156 -1.9065 -0.0681
C 1.2997 3.7055 -0.5442
C 2.6091 -2.2979 0.4000
C -4.6764 0.0535 0.8670
C -4.5281 0.8495 -1.2663
C 3.5275 1.0608 -0.0551
C 4.4831 -1.0198 -0.7920
C 2.4371 3.1814 0.1665
C -4.7641 -0.3790 -0.5521
C -3.5772 0.8611 1.2723
C 1.5728 2.5381 1.5395
C 1.7006 -3.5123 0.4067
C 3.4997 -2.1388 -0.7238
C 0.1969 2.9887 -0.8136
C 0.3490 -3.4243 -0.1044
C -0.5517 -2.6712 0.3916
H -4.0386 0.8048 -2.3437
H 1.6387 4.2167 -1.3648
H -2.4839 0.1067 1.6131
H -5.5310 -0.7805 -0.6747
H 1.4775 -3.7538 1.3895
H 2.2475 -4.3833 0.3983
H 2.9663 -2.5727 -1.7566
H -1.1701 -1.0946 -0.8768
H 4.0892 -3.1302 -0.8231
H 5.1613 -1.3080 -1.6299
H 3.0874 0.1447 -1.8231
H 0.0262 -1.7912 1.2662
H 2.1169 -1.2007 0.5439
H -3.5052 1.4963 2.0566
H -5.4118 0.6577 1.0050
H -0.1196 -4.1209 -0.4726
H 1.2206 3.2482 2.0261
H -0.8455 3.5593 -0.8203
H 3.3371 -2.3717 1.3731
H -4.7263 -0.8664 1.4558
H -5.4177 1.7347 -1.2483
H -1.1735 -3.2275 1.2897
H 3.1757 3.6447 0.3961
H 2.0500 1.8122 2.0845
H 0.2526 2.3501 -1.6431
H 1.0265 4.9071 0.0316
H 0.6537 -2.6950 -1.1618
H 4.9737 -1.0834 0.0893
```

Summary:
largest force on an atom: 17.2 eV Å⁻¹
Kohn-Sham gap: 0.35285 Eh
LUMO level: 0.5 eV


[3]
Here is a cluster of 4 separate species, C16H28N4 in total at a distorted geometry from the OMol25 dataset. Energies are from the ωB97M-V functional and the def2-TZVPD basis.

The geometry in XYZ format:
```
48
C16H28N4 | the OMol25 dataset | the ωB97M-V functional and the def2-TZVPD basis
N -3.7303 2.1332 -2.2353
N 1.6776 3.0796 1.0137
N -0.0868 -0.9680 -5.7342
N 2.8621 -2.5198 1.3849
C -4.2825 -2.0435 0.0933
C 0.0399 0.2959 -2.4364
C -0.0777 0.1693 2.7797
C -0.3856 -1.2646 2.1839
C 1.8094 -2.1453 1.2023
C 3.8359 1.5704 0.9652
C 5.4664 0.3441 2.3264
C -4.1594 1.0792 -1.9724
C -0.3904 1.2849 -1.1861
C 4.2666 1.1565 2.3378
C -0.6035 0.7749 -3.8147
C 0.4447 -1.7810 0.9827
C -0.3236 -0.1686 -4.9212
C -4.6581 -0.2029 -1.6334
C 2.6322 2.4290 0.9323
C -3.6193 -1.0385 -0.8250
H 4.6205 2.2303 0.5952
H 5.2724 -0.6436 1.9080
H 3.6305 0.6953 0.3486
H 3.4321 0.5682 2.7195
H -5.0278 -0.7068 -2.5265
H -0.8204 0.2386 3.5745
H -1.4063 1.2263 -0.7952
H -5.6082 -0.0323 -1.1270
H -2.9848 -1.4845 -1.5909
H -1.6903 0.7549 -3.7337
H -0.2782 2.3055 -1.5520
H -0.3543 1.8059 -4.0656
H 5.6829 0.0331 3.3484
H 4.4426 2.0166 2.9837
H -0.1665 -2.5402 0.4948
H -0.2629 -0.7414 -2.2931
H -3.8667 -2.4615 1.0102
H 0.4076 1.1992 -0.4485
H 1.1254 0.3939 -2.4246
H -2.9948 -0.3933 -0.2071
H -1.4172 -1.1524 1.8505
H -4.6450 -2.8932 -0.4851
H 0.9716 0.1912 3.0740
H -0.3120 -1.9779 3.0048
H 6.3096 0.7316 1.7547
H -0.3167 1.0236 2.1463
H -4.9774 -1.5593 0.7795
H 0.5166 -1.0124 0.2131
```

Summary:
largest force on an atom: 3.9 eV Å⁻¹
energy above the lowest of the compared OMol25 structures with the same formula, charge and spin: 42.9 kcal/mol
SMILES string: CCCC#N.CCCC#N.CCCC#N.CCCC#N
Kohn-Sham gap: 0.43054 Eh
LUMO level: 0.4 eV